20
Properties=species:S:1:pos:R:3:forces:R:3:nbo_charge:R:1 method="wB97M-V/def2-TZVPD" total_charge=-1 lumo_energy_ev=2.635 largest_force_ev_per_a=2.47 smiles=[O-]CCNCCCS e_homo_ev=-2.267 homo_lumo_gap_ev=4.90 multiplicity=1 e_tot_ha=-725.84087 de_lowest_ev=3.094
O -0.441 2.553 -3.753 -0.282 -0.121 -0.750 -0.94
C 0.325 2.007 -2.831 -0.470 -0.853 0.562 0.02
C -0.366 0.702 -2.121 0.056 2.407 -0.560 -0.30
N 0.367 0.265 -0.935 -0.181 0.274 -0.076 -0.65
C -0.275 -0.783 -0.154 -0.312 -0.364 -1.517 -0.22
C 0.717 -1.540 0.721 -1.497 0.445 1.354 -0.42
C 0.791 -0.777 2.070 1.062 -0.998 0.238 -0.51
S -0.545 -1.126 3.268 -0.312 -0.354 -0.003 -0.08
H 0.464 2.758 -1.996 0.636 -0.480 0.353 0.05
H 1.323 1.600 -3.181 -0.024 0.392 0.240 0.06
H -0.493 -0.009 -2.928 0.154 -0.617 0.166 0.17
H -1.340 1.168 -1.893 -0.176 -0.575 0.137 0.15
H 0.411 1.130 -0.404 0.331 -0.154 0.224 0.34
H -1.131 -0.468 0.451 0.029 0.391 0.374 0.17
H -0.800 -1.409 -0.902 0.651 -0.237 0.285 0.19
H 1.725 -1.550 0.344 0.184 -0.247 -0.658 0.22
H 0.287 -2.539 0.889 0.607 0.014 0.053 0.19
H 1.717 -0.975 2.631 -0.123 -0.148 -0.362 0.20
H 0.859 0.285 1.836 -0.579 0.142 0.334 0.23
H -0.420 -2.497 3.431 0.247 1.082 -0.394 0.12